No. 1
The following is a DFT calculation (wB97M-V/def2-TZVPD) of a molecular structure, C46H41GeP2Tl.

Geometry as XYZ:
```
91
Properties=species:S:1:pos:R:3
Tl -0.681 0.768 0.563
C 0.787 -0.479 -2.961
C 0.428 0.993 -2.655
P -1.200 1.866 -2.357
C -1.555 2.178 -4.208
C -0.934 1.590 -5.308
C -1.277 1.938 -6.615
C -2.249 2.894 -6.856
C -2.880 3.501 -5.773
C -2.536 3.143 -4.479
C -2.850 1.038 -2.188
C -3.748 1.615 -1.285
C -5.007 1.077 -1.100
C -5.385 -0.082 -1.782
C -4.504 -0.663 -2.680
C -3.252 -0.092 -2.895
C 1.311 -1.337 -1.796
P 0.119 -2.170 -0.673
C -0.465 -3.509 -1.801
C 0.117 -4.768 -1.949
C -0.409 -5.697 -2.838
C -1.525 -5.387 -3.604
C -2.120 -4.140 -3.461
C -1.601 -3.221 -2.560
C 1.263 -3.083 0.435
C 0.785 -3.343 1.719
C 1.564 -4.008 2.653
C 2.851 -4.410 2.322
C 3.346 -4.139 1.055
C 2.558 -3.480 0.120
H 1.628 -0.435 -3.661
H -0.018 -0.984 -3.511
H 0.744 1.608 -3.508
H 1.010 1.298 -1.781
H -0.171 0.830 -5.163
H -0.779 1.449 -7.446
H -2.514 3.166 -7.872
H -3.641 4.257 -5.939
H -3.037 3.620 -3.641
H -3.426 2.479 -0.716
H -5.690 1.539 -0.397
H -6.361 -0.523 -1.610
H -4.790 -1.558 -3.222
H -2.584 -0.524 -3.634
H 1.883 -0.704 -1.102
H 1.968 -2.101 -2.225
H 0.987 -5.027 -1.358
H 0.057 -6.672 -2.934
H -1.932 -6.112 -4.298
H -2.999 -3.886 -4.043
H -2.088 -2.261 -2.422
H -0.199 -2.980 1.992
H 1.180 -4.182 3.650
H 3.472 -4.910 3.055
H 4.359 -4.428 0.797
H 2.971 -3.262 -0.856
C 1.356 0.745 1.047
Ge 1.749 2.336 1.955
C 3.719 2.768 1.903
C 4.270 3.966 2.361
C 5.638 4.214 2.285
C 6.486 3.260 1.734
C 5.953 2.065 1.262
C 4.586 1.826 1.349
C 1.357 2.435 3.940
C 2.332 2.589 4.927
C 2.008 2.593 6.282
C 0.687 2.448 6.683
C -0.302 2.289 5.717
C 0.038 2.275 4.371
C 0.973 4.107 1.346
C 0.308 5.009 2.178
C -0.297 6.158 1.673
C -0.245 6.434 0.314
C 0.412 5.549 -0.535
C 1.005 4.404 -0.020
H 3.615 4.727 2.778
H 6.043 5.153 2.650
H 7.552 3.450 1.669
H 6.609 1.319 0.824
H 4.149 0.896 0.989
H 3.372 2.705 4.634
H 2.791 2.707 7.025
H 0.430 2.450 7.737
H -1.337 2.162 6.015
H -0.738 2.110 3.626
H 0.252 4.810 3.244
H -0.817 6.835 2.344
H -0.725 7.321 -0.085
H 0.435 5.735 -1.603
H 1.476 3.696 -0.696
```

Computed properties:
* HOMO level: 0.76 eV
* electronic energy: -4709.3876 hartree
* maximum force: 0.9 eV/Å
* total charge: -2
* Kohn-Sham gap: 0.1277 Ha
* energy relative to the best compared isomer or geometry (same formula, charge and spin): 0.130 eV

=====

No. 2
The following is a DFT calculation (wB97M-V/def2-TZVPD) of a molecular structure, C14H13Br4CoF14N3O4Te in a non-equilibrium geometry.

Geometry as XYZ:
```
54
Properties=species:S:1:pos:R:3
Co -0.401 -1.005 0.192
N -0.609 1.050 0.814
C -0.104 0.981 2.185
C 1.269 0.355 2.112
N 1.208 -0.851 1.271
C 1.592 -2.157 1.826
C 0.374 -3.046 1.792
N -0.197 -2.879 0.436
H -1.461 1.591 0.747
H 0.107 1.482 0.177
H -0.046 1.960 2.677
H -0.774 0.346 2.770
H 1.949 1.046 1.609
H 1.663 0.130 3.109
H 1.958 -0.702 0.499
H 2.350 -2.549 1.151
H 2.018 -2.079 2.831
H 0.639 -4.088 2.010
H -0.384 -2.719 2.503
H 0.459 -3.205 -0.288
H -1.070 -3.386 0.333
Br -7.082 -1.389 2.243
C -5.488 -1.248 1.248
C -5.562 -1.105 -0.180
Br -7.251 -1.071 -1.015
C -4.429 -0.996 -0.932
Br -4.396 -0.795 -2.786
C -3.131 -1.031 -0.303
O -2.055 -0.937 -0.941
C -3.055 -1.177 1.151
O -1.905 -1.208 1.674
C -4.281 -1.281 1.889
Br -4.078 -1.460 3.747
F 0.844 4.316 -3.026
C 0.728 3.341 -2.093
F 0.394 2.225 -2.728
F -0.329 3.686 -1.333
C 1.999 3.137 -1.195
O 1.721 2.441 -0.125
C 2.509 4.568 -0.756
F 3.491 4.469 0.148
F 2.974 5.380 -1.729
F 1.512 5.249 -0.157
C 3.124 2.473 -2.067
F 4.248 2.373 -1.347
F 2.822 1.274 -2.526
F 3.433 3.229 -3.161
F 1.268 -1.146 -3.886
Te 2.031 -1.936 -2.250
F 2.148 -3.421 -0.825
F 2.972 -3.236 -3.468
F 0.521 -3.135 -2.546
F 3.196 -0.941 -0.201
O 0.568 -0.921 -1.281
```

Computed properties:
* spin multiplicity: 2
* HOMO level (spin up / spin down): -2.43 / -2.43 eV
* electronic energy: -14351.6728 hartree
* maximum force: 1.6 eV/Å
* total charge: -2
* Kohn-Sham gap (spin up / spin down): 0.2030 / 0.1627 Ha
* energy relative to the best compared isomer or geometry (same formula, charge and spin): 2.082 eV

=====

No. 3
The following is a DFT calculation (wB97M-V/def2-TZVPD) of a molecular structure, C18H14F5IO4PSTeV.

Geometry as XYZ:
```
46
Properties=species:S:1:pos:R:3
V -0.421 -0.104 -0.349
O -1.244 -3.233 -2.421
S -0.429 -2.421 -1.604
O -0.315 -0.948 -2.054
O -0.839 -2.192 -0.194
C 1.227 -3.005 -1.605
C 1.476 -4.220 -2.221
C 2.777 -4.701 -2.255
C 3.806 -3.962 -1.692
C 3.545 -2.741 -1.084
C 2.246 -2.250 -1.018
P 1.983 -0.608 -0.273
C 2.950 0.508 -1.309
C 2.422 0.971 -2.514
C 3.202 1.755 -3.347
C 4.504 2.079 -2.987
C 5.034 1.611 -1.794
C 4.262 0.825 -0.954
C 2.707 -0.655 1.375
C 2.975 0.552 2.023
C 3.424 0.544 3.332
C 3.593 -0.661 4.003
C 3.309 -1.860 3.366
C 2.863 -1.862 2.052
H 0.662 -4.771 -2.671
H 2.984 -5.649 -2.733
H 4.822 -4.331 -1.731
H 4.360 -2.168 -0.660
H 1.411 0.725 -2.813
H 2.789 2.116 -4.280
H 5.106 2.698 -3.638
H 6.049 1.859 -1.514
H 4.684 0.465 -0.025
H 2.827 1.495 1.511
H 3.637 1.479 3.832
H 3.941 -0.664 5.027
H 3.431 -2.797 3.892
H 2.631 -2.802 1.569
I -0.720 -0.081 2.103
F -2.382 0.791 -0.949
Te -1.624 2.522 -1.331
F -1.375 1.942 -3.060
F -2.071 3.000 0.383
F -0.817 4.127 -1.661
F -3.260 3.142 -1.858
O -0.070 1.666 -0.799
```

Computed properties:
* spin multiplicity: 2
* HOMO level (spin up / spin down): -12.66 / -12.63 eV
* electronic energy: -3743.7307 hartree
* maximum force: 0.5 eV/Å
* total charge: +1
* Kohn-Sham gap (spin up / spin down): 0.2417 / 0.2802 Ha
* energy relative to the best compared isomer or geometry (same formula, charge and spin): 0.000 eV

=====

No. 4
The following is a DFT calculation (wB97M-V/def2-TZVPD) of C18H12ClF3N4O4 in the gas phase in a non-equilibrium geometry.

Geometry as XYZ:
```
42
Properties=species:S:1:pos:R:3
N -4.729 2.529 0.420
C -3.916 1.752 -0.342
N -2.684 1.990 -0.116
C -1.728 1.310 -0.725
N -0.522 1.651 -0.232
C -0.218 3.030 -0.292
C 1.164 3.387 -0.372
C 1.415 4.829 -0.246
O 0.554 5.601 0.187
O 2.665 5.249 -0.508
C 2.073 2.369 -0.515
O 3.029 2.575 -1.162
C 1.753 1.014 -0.027
C 2.768 0.088 0.100
C 2.524 -1.234 0.456
F 3.622 -2.015 0.624
C 1.140 -1.606 0.771
N 0.766 -2.835 1.207
C 1.518 -3.703 2.099
C 1.674 -4.705 0.951
O 2.961 -4.990 0.290
C 0.681 -3.879 0.183
C 0.107 -0.669 0.566
Cl -1.553 -1.236 0.979
C 0.462 0.661 0.092
C -2.047 0.297 -1.646
F -1.107 -0.417 -2.251
C -3.408 0.033 -1.957
C -4.343 0.725 -1.227
F -5.659 0.383 -1.404
H -5.301 1.878 1.000
H -4.352 3.300 0.960
H -0.959 3.763 -0.136
H 3.260 4.459 -0.720
H 3.615 0.298 -0.507
H 0.870 -4.148 2.791
H 2.428 -3.296 2.621
H 1.256 -5.625 1.271
H 3.417 -4.095 0.110
H 0.952 -3.551 -0.849
H -0.353 -4.378 0.149
H -3.795 -0.786 -2.594
```

Computed properties:
* HOMO level: -8.67 eV
* SMILES: Nc1nc(-n2cc(C(=O)O)c(=O)c3cc(F)c(N4CC(O)C4)c(Cl)c32)c(F)cc1F
* electronic energy: -1972.7933 hartree
* maximum force: 7.1 eV/Å
* Kohn-Sham gap: 0.2952 Ha

=====

No. 5
The following is a DFT calculation (wB97M-V/def2-TZVPD) of a molecular structure, C22H28N8O3RuS4Si in a non-equilibrium geometry.

Geometry as XYZ:
```
67
Properties=species:S:1:pos:R:3
Ru 0.917 -0.578 0.105
N 2.189 -4.058 3.032
C 2.005 -2.946 2.239
S 0.449 -2.817 1.453
N 2.948 -2.066 2.183
N 2.770 -0.989 1.432
C 3.701 -0.038 1.449
C 3.568 1.086 0.638
C 4.481 2.174 0.693
C 4.255 3.285 -0.064
C 3.142 3.315 -0.925
C 2.318 2.206 -0.975
N 2.500 1.132 -0.225
H 1.703 -4.876 2.700
H 3.150 -4.212 3.296
H 4.552 -0.142 2.114
H 5.335 2.100 1.352
H 4.918 4.138 -0.001
H 2.934 4.182 -1.530
H 1.460 2.197 -1.637
N -6.661 1.253 0.968
C -5.415 1.568 0.438
C -4.896 0.835 -0.630
C -3.666 1.167 -1.164
C -2.948 2.223 -0.635
C -3.469 2.989 0.391
C -4.702 2.665 0.925
S -1.260 2.499 -1.159
O -0.917 3.886 -0.948
O -1.098 2.019 -2.507
N -0.396 1.496 -0.197
C -0.346 1.675 1.099
N 0.375 0.726 1.769
C 0.573 0.875 3.059
C 0.049 1.951 3.756
C -0.736 2.828 3.016
N -0.948 2.699 1.729
H -6.930 0.288 0.836
H -6.800 1.575 1.914
H -5.460 -0.001 -1.022
H -3.247 0.611 -1.989
H -2.895 3.821 0.760
H -5.117 3.253 1.732
H 1.158 0.108 3.556
H 0.220 2.086 4.811
H -1.225 3.677 3.482
C -3.946 -3.836 -1.294
O -3.125 -2.810 -0.786
C -2.008 -2.504 -1.458
S -1.506 -3.367 -2.770
S -1.294 -1.051 -0.909
H -4.770 -3.923 -0.591
H -3.398 -4.779 -1.365
H -4.311 -3.574 -2.291
C 3.994 -1.494 -1.705
Si 2.062 -1.684 -1.679
C 1.401 -0.829 -3.289
C 1.877 -3.622 -1.790
H 4.411 -1.990 -2.573
H 4.440 -1.936 -0.821
H 4.291 -0.452 -1.738
H 1.107 -1.578 -4.016
H 2.169 -0.201 -3.728
H 0.536 -0.201 -3.089
H 1.999 -3.969 -2.812
H 0.903 -3.958 -1.449
H 2.629 -4.106 -1.171
```

Computed properties:
* spin multiplicity: 2
* HOMO level (spin up / spin down): -4.21 / -4.06 eV
* electronic energy: -3496.1177 hartree
* maximum force: 4.0 eV/Å
* total charge: -1
* Kohn-Sham gap (spin up / spin down): 0.2138 / 0.2077 Ha
* energy relative to the best compared isomer or geometry (same formula, charge and spin): 2.300 eV

=====

No. 6
The following is a DFT calculation (wB97M-V/def2-TZVPD) of 2 unconnected molecules or ions with the total composition C11H24N2O8 in a non-equilibrium geometry.

Geometry as XYZ:
```
45
Properties=species:S:1:pos:R:3
O 0.120 -5.010 -3.266
C 0.358 -3.707 -2.730
C -0.823 -2.805 -3.112
O -2.055 -3.445 -2.721
C -0.778 -1.405 -2.466
O -1.899 -0.693 -3.013
C 0.520 -0.624 -2.757
O 0.578 -0.406 -4.171
C 0.553 0.728 -2.008
O 0.465 0.547 -0.588
C 1.892 1.435 -2.249
O 2.925 0.762 -1.503
H -0.842 -5.177 -3.283
H 0.458 -3.760 -1.641
H 1.294 -3.315 -3.140
H -0.813 -2.689 -4.201
H -2.075 -3.616 -1.761
H -0.891 -1.511 -1.381
H -2.664 -1.301 -3.040
H 1.390 -1.205 -2.438
H -0.314 -0.127 -4.460
H -0.274 1.353 -2.361
H 1.365 0.285 -0.300
H 2.132 1.443 -3.318
H 1.816 2.476 -1.919
H 3.803 1.120 -1.733
C -0.149 0.370 6.165
N -0.497 0.947 4.869
C -1.492 0.515 4.087
O -2.200 -0.439 4.396
C -1.740 1.223 2.746
N -0.568 1.775 2.048
C 0.139 2.840 2.420
C 1.194 3.320 1.451
O -0.024 3.415 3.487
H 0.225 -0.645 6.027
H -1.037 0.331 6.798
H 0.615 0.976 6.653
H -0.021 1.792 4.571
H -2.238 0.514 2.085
H -2.434 2.040 2.944
H -0.339 1.367 1.149
H 1.978 2.570 1.372
H 1.612 4.257 1.816
H 0.738 3.480 0.475
```

Computed properties:
* HOMO level: -9.22 eV
* SMILES: OC[C@@H](O)[C@H](O)[C@@H](O)[C@@H](O)CO.CNC(=O)CNC(C)=O
* electronic energy: -1144.9936 hartree
* maximum force: 1.5 eV/Å
* Kohn-Sham gap: 0.3478 Ha

=====

No. 7
The following is a DFT calculation (wB97M-V/def2-TZVPD) of 3 unconnected molecules or ions with the total composition C2H8NO4 in a non-equilibrium geometry.

Geometry as XYZ:
```
15
Properties=species:S:1:pos:R:3
O -3.041 0.258 0.721
C -2.138 0.792 0.073
N -1.240 0.075 -0.625
C 0.190 0.652 -0.841
O 1.126 -0.136 -0.320
H -2.068 1.885 0.088
H -1.271 -0.869 -0.250
H 0.294 0.779 -1.927
H 0.190 1.641 -0.351
H 3.530 -1.295 -1.607
H 2.059 -1.223 -1.122
O 2.687 -1.791 -1.693
H 1.086 0.120 1.614
H 0.845 1.176 2.639
O 1.206 0.292 2.567
```

Computed properties:
* HOMO level: -4.57 eV
* electronic energy: -436.7759 hartree
* maximum force: 1.5 eV/Å
* total charge: -1
* Kohn-Sham gap: 0.3123 Ha
* energy relative to the best compared isomer or geometry (same formula, charge and spin): 1.219 eV

=====

No. 8
The following is a DFT calculation (wB97M-V/def2-TZVPD) of 2 unconnected molecules or ions with the total composition C2H3O2 in a non-equilibrium geometry.

Geometry as XYZ:
```
7
Properties=species:S:1:pos:R:3
C -0.132 0.759 -0.474
C 0.475 -1.830 0.493
O 1.493 -1.652 0.060
O -0.701 -0.197 -0.024
H -0.691 1.671 -0.725
H 0.953 0.788 -0.656
H -0.321 -2.336 1.022
```

Computed properties:
* HOMO level: -16.68 eV
* electronic energy: -228.1208 hartree
* maximum force: 1.8 eV/Å
* total charge: +1
* Kohn-Sham gap: 0.3901 Ha
* energy relative to the best compared isomer or geometry (same formula, charge and spin): 0.420 eV

=====

No. 9
The following is a DFT calculation (wB97M-V/def2-TZVPD) of C2H6BNO in the gas phase in a non-equilibrium geometry.

Geometry as XYZ:
```
11
Properties=species:S:1:pos:R:3
B -1.129 0.016 0.361
C -0.392 0.516 1.576
C 1.642 -0.175 -1.048
N -0.663 -0.623 -0.846
O 0.464 -0.597 -1.531
H -2.396 0.004 0.526
H -0.668 1.126 2.381
H 0.639 0.320 1.761
H 2.282 0.283 -1.860
H 1.585 0.469 -0.054
H -1.364 -1.338 -1.266
```

Computed properties:
* HOMO level (spin up / spin down): -7.73 / -8.80 eV
* electronic energy: -234.4524 hartree
* maximum force: 4.3 eV/Å
* Kohn-Sham gap (spin up / spin down): 0.2499 / 0.3341 Ha
* energy relative to the best compared isomer or geometry (same formula, charge and spin): 6.342 eV

=====

No. 10
The following is a DFT calculation (wB97M-V/def2-TZVPD) of 4 unconnected molecules or ions with the total composition C2H14NO3 in a non-equilibrium geometry.

Geometry as XYZ:
```
20
Properties=species:S:1:pos:R:3
C 2.037 -1.012 2.102
C 0.885 -0.397 1.334
N -0.404 -1.225 1.465
H 3.016 -0.544 2.012
H 2.101 -2.052 1.765
H 1.863 -1.060 3.176
H 1.072 -0.382 0.259
H 0.548 0.605 1.620
H -1.218 -0.588 1.206
H -0.426 -2.060 0.877
H -0.281 -1.666 2.380
H -2.085 1.930 -2.240
H -0.839 1.026 -2.519
O -1.662 1.083 -1.990
H -3.225 0.619 0.877
H -2.172 0.830 -0.303
O -2.359 0.338 0.530
H 1.025 1.643 -4.974
H 1.358 1.690 -3.472
O 0.766 1.222 -4.104
```

Computed properties:
* spin multiplicity: 2
* HOMO level (spin up / spin down): -19.30 / -19.15 eV
* electronic energy: -364.2793 hartree
* maximum force: 1.4 eV/Å
* total charge: +2
* Kohn-Sham gap (spin up / spin down): 0.4367 / 0.1289 Ha
* energy relative to the best compared isomer or geometry (same formula, charge and spin): 0.575 eV

=====

No. 11
The following is a DFT calculation (wB97M-V/def2-TZVPD) of a molecular structure, C5H6O2.

Geometry as XYZ:
```
13
Properties=species:S:1:pos:R:3
C 1.388 -0.826 -0.435
C 0.093 -0.667 0.289
O 0.543 0.957 1.434
C -0.275 1.832 1.163
O -0.612 2.957 1.388
C -1.052 -0.014 -0.282
C -1.679 -0.782 -1.045
H 1.500 -0.072 -1.218
H 1.463 -1.823 -0.884
H 2.205 -0.725 0.286
H -0.088 -1.338 1.126
H -1.120 1.203 0.197
H -2.383 -1.221 -1.723
```

Computed properties:
* HOMO level (spin up / spin down): -8.19 / -8.19 eV
* electronic energy: -344.4044 hartree
* maximum force: 0.6 eV/Å
* Kohn-Sham gap (spin up / spin down): 0.3012 / 0.3011 Ha
* energy relative to the best compared isomer or geometry (same formula, charge and spin): 5.374 eV